{"formula": "C19H22N2O3", "method": "wB97M-V/def2-TZVPD", "energy_ha": -1071.84666, "e_above_lowest_kj_mol": 1748.1, "molar_mass_g_mol": 326.40, "gap_ev": 7.08, "smiles": "COCCNC[C@@H](O)CON=C1c2ccccc2-c2ccccc21", "species": ["C", "O", "C", "C", "N", "H", "C", "C", "O", "H", "C", "H", "O", "N", "C", "C", "C", "C", "C", "C", "C", "C", "C", "C", "C", "C", "C", "H", "H", "H", "H", "H", "H", "H", "H", "H", "H", "H", "H", "H", "H", "H", "H", "H", "H", "H"], "positions_angstrom": [[0.14320, 2.39797, 2.61671], [-1.23149, 2.02361, 2.50858], [-1.68537, 1.18038, 1.38410], [-1.92872, 2.15088, 0.22172], [-1.86576, 1.52031, -1.13226], [-1.04982, 1.12202, -1.15809], [-2.98540, 0.52137, -0.87386], [-3.08838, -0.15433, -2.57297], [-3.08943, 0.95727, -3.38347], [-2.60192, 1.73982, -2.97868], [-2.12288, -1.29002, -2.82936], [-2.26452, -2.25503, -2.56700], [-0.66913, -0.67235, -2.52360], [-0.62119, -1.54799, -1.20021], [0.53879, -1.15490, -0.61521], [0.76211, -1.69695, 0.88528], [0.18278, -2.65698, 1.37396], [0.66366, -3.14720, 2.70016], [1.63774, -2.64507, 3.11440], [2.25983, -1.46992, 2.69571], [1.93315, -1.11549, 1.31123], [2.20754, -0.04381, 0.66253], [3.15589, 0.88853, 0.64488], [3.30992, 1.90959, -0.26168], [2.64365, 1.61649, -1.71221], [1.52299, 0.89185, -1.76207], [1.49200, 0.14129, -0.72445], [0.89317, 0.71915, -2.60977], [2.72637, 2.65266, -2.21777], [4.09646, 2.73215, -0.33081], [3.84022, 0.88808, 1.42826], [3.25130, -0.97992, 2.97572], [2.03165, -2.88782, 4.18083], [0.29037, -3.95335, 3.11723], [-0.60667, -3.29182, 0.93476], [-2.11053, -1.24754, -3.97043], [-4.05455, -0.65315, -2.77803], [-2.92908, -0.42999, -0.21570], [-3.96687, 0.75354, -0.65729], [-2.89885, 2.51025, 0.63954], [-1.27183, 3.04383, 0.21376], [-0.83420, 0.51717, 1.48230], [-2.35545, 0.70636, 1.91114], [0.54805, 3.11976, 1.76214], [0.49947, 2.80181, 3.53515], [0.79821, 1.55651, 2.43599]], "forces_ev_per_angstrom": [[0.57, 0.23, -3.73], [0.37, 1.75, 1.44], [7.00, 3.63, 0.55], [0.23, 0.54, 0.62], [-9.33, 2.70, 4.07], [5.56, -3.43, -0.46], [2.41, -5.18, -5.45], [-1.68, -0.20, 4.04], [1.09, 1.16, -0.72], [-0.50, -1.73, -0.11], [2.97, 7.00, -5.08], [-0.36, -2.60, 1.69], [-3.62, -4.71, 2.49], [6.17, 3.72, -0.38], [-3.94, 0.49, 1.58], [2.91, 5.61, -9.15], [-4.89, -9.18, 5.91], [-11.22, -2.91, -10.08], [14.12, 7.21, 11.03], [2.57, 1.85, -5.55], [-1.94, -5.16, 9.63], [0.35, 7.30, -11.02], [2.43, 2.55, 1.79], [-0.55, -1.27, -6.40], [3.16, 8.42, 4.34], [0.68, 0.84, -3.39], [-3.73, -9.82, 7.78], [-0.14, 0.18, -0.28], [0.22, -2.16, -0.34], [-1.15, -1.50, 0.72], [1.23, 0.23, 1.77], [-1.68, -1.06, 0.74], [-0.59, -0.32, -1.74], [-2.30, -3.77, 1.80], [0.29, 0.95, -0.09], [0.14, -0.45, 1.10], [-0.13, 0.31, 0.61], [1.35, 1.56, -0.76], [-1.71, 2.33, 0.16], [0.09, 0.27, -1.75], [0.06, -0.76, 0.56], [0.35, -0.89, -1.92], [-4.85, -2.45, 1.41], [-1.24, -0.93, 1.49], [-0.84, 0.47, 1.03], [0.07, -0.85, 0.03]]}

{"formula": "C9H14S", "method": "wB97M-V/def2-TZVPD", "energy_ha": -749.49117, "e_above_lowest_kj_mol": 57.2, "molar_mass_g_mol": 154.28, "gap_ev": 9.96, "smiles": "Cc1ccccc1.CCS", "species": ["C", "C", "S", "H", "H", "H", "H", "H", "H", "C", "C", "C", "C", "C", "C", "C", "H", "H", "H", "H", "H", "H", "H", "H"], "positions_angstrom": [[-1.78149, 1.52265, -2.38267], [-1.39412, 0.04510, -2.48616], [-0.55687, 2.49983, -3.36523], [-2.78961, 1.82681, -2.73031], [-1.71747, 1.78593, -1.31745], [-0.51151, -0.32861, -1.98038], [0.44879, 1.61871, -3.53112], [-1.31407, -0.31716, -3.49959], [-2.25695, -0.57128, -2.11780], [-0.17005, -1.95774, 0.12476], [0.48587, 0.42971, 0.87013], [0.45958, -0.94258, 1.07694], [1.03467, 1.28315, 1.84049], [1.10436, -1.48362, 2.19143], [1.63368, 0.73709, 2.96431], [1.74416, -0.64005, 3.09023], [0.02236, 0.90914, 0.01885], [0.93536, 2.32578, 1.59656], [-0.87001, -1.57636, -0.62867], [-0.65261, -2.74632, 0.70040], [1.08811, -2.53894, 2.40966], [2.09887, 1.40534, 3.67045], [2.26991, -1.00374, 3.95062], [0.68902, -2.28286, -0.46544]], "forces_ev_per_angstrom": [[1.31, -0.22, 0.27], [-2.37, -1.13, -0.23], [-0.27, 0.51, 0.08], [0.66, -0.63, -0.05], [0.01, 0.27, -0.34], [0.19, 0.82, 0.22], [-0.39, -0.13, 0.30], [0.14, 0.31, -0.63], [0.67, 0.43, 0.10], [0.46, 0.88, -0.27], [-0.03, 0.26, 0.78], [-0.51, -0.70, -0.28], [-0.46, -1.01, -0.88], [0.23, 0.86, 0.39], [0.40, 0.63, -0.61], [-0.55, 0.33, 0.07], [-0.08, -0.28, -0.20], [0.29, 0.41, 0.53], [0.04, 0.10, 0.75], [0.24, -0.19, -0.25], [0.01, -0.25, -0.27], [0.05, -0.04, 0.29], [0.12, -0.43, 0.25], [-0.19, -0.80, 0.00]]}

{"formula": "H3N3O2S", "method": "wB97M-V/def2-TZVPD", "energy_ha": -714.53688, "e_above_lowest_kj_mol": 250.6, "molar_mass_g_mol": 109.11, "gap_ev": 9.04, "species": ["N", "N", "N", "O", "O", "S", "H", "H", "H"], "positions_angstrom": [[-1.05702, 0.29369, 1.26395], [1.47141, -1.68595, 1.18570], [1.90894, -1.63206, 0.00593], [2.71476, -2.34548, -0.47145], [1.23616, -0.83811, -0.96773], [0.10904, -0.99108, 1.93706], [-0.92673, 1.20694, 1.53388], [-1.26554, 0.40359, 0.29424], [1.77241, -0.89661, -1.81901]], "forces_ev_per_angstrom": [[0.88, -3.49, 0.23], [0.11, 1.35, -1.35], [-3.06, 0.70, 0.77], [2.97, -1.80, -0.88], [-0.07, 0.88, -0.16], [-1.75, 1.50, -0.91], [1.34, 2.35, 1.50], [0.07, -1.13, -0.95], [-0.49, -0.36, 1.76]]}

{"formula": "C27H57IN4OPSi", "method": "wB97M-V/def2-TZVPD", "energy_ha": -2285.63964, "total_charge": 1, "molar_mass_g_mol": 639.74, "gap_ev": 9.59, "species": ["C", "C", "C", "C", "C", "C", "C", "C", "C", "C", "C", "C", "C", "I", "C", "N", "C", "C", "C", "C", "N", "P", "C", "C", "N", "C", "C", "O", "Si", "C", "C", "C", "H", "H", "H", "H", "H", "H", "H", "H", "H", "H", "H", "H", "H", "H", "H", "H", "H", "H", "H", "H", "H", "H", "H", "H", "H", "H", "H", "H", "H", "H", "H", "H", "H", "H", "H", "H", "H", "H", "H", "H", "H", "H", "H", "H", "H", "H", "H", "H", "H", "H", "H", "H", "H", "H", "C", "C", "N", "H", "H", "H"], "positions_angstrom": [[7.06470, -3.17536, 1.90601], [5.85033, -4.02447, 1.53318], [4.53184, -3.25665, 1.65165], [3.29933, -4.17302, 1.52744], [2.22900, -3.63239, 0.58003], [1.82057, -2.17587, 0.87898], [2.33123, -1.14407, -0.14856], [1.22069, -0.51799, -0.99881], [0.68467, 0.75470, -0.33942], [-0.57113, 1.41641, -0.95707], [-1.10108, 0.80439, -2.25020], [-0.23807, 1.10084, -3.48993], [-0.02632, -0.12162, -4.37671], [-1.19505, 2.64795, -4.65017], [-0.35990, 2.90724, -1.12466], [-0.42994, 3.39199, 0.27554], [-0.70799, 4.85459, 0.31157], [0.16910, 5.63783, -0.67021], [-0.54665, 6.08118, -1.95607], [-1.31530, 2.54112, 0.86551], [-1.79525, 2.60609, 2.11715], [-1.41896, 3.50567, 3.59820], [0.38763, 3.70311, 3.53628], [-2.17279, 5.17008, 3.40972], [-1.66745, 1.51651, 0.06810], [-2.04710, 0.24460, 0.70795], [-3.55640, 0.09060, 0.86933], [-4.07116, -0.58194, -0.25256], [-5.43947, -1.54936, -0.13344], [-6.63333, -0.85622, 1.11813], [-6.24330, -1.60432, -1.80494], [-4.89486, -3.25899, 0.41281], [7.36187, -2.53597, 1.07275], [7.92541, -3.79235, 2.16546], [6.83905, -2.53511, 2.76213], [5.94939, -4.33349, 0.48734], [5.80582, -4.91617, 2.16438], [4.52224, -2.75017, 2.62095], [4.51351, -2.49917, 0.86277], [3.62115, -5.16026, 1.18228], [2.84599, -4.31410, 2.51281], [2.58646, -3.70483, -0.44862], [1.33682, -4.26146, 0.64743], [2.14906, -1.89663, 1.88261], [0.72446, -2.12715, 0.88439], [2.84146, -0.33827, 0.39095], [3.07669, -1.59844, -0.80149], [0.42281, -1.24918, -1.15747], [1.63158, -0.26656, -1.98018], [1.49726, 1.48730, -0.34496], [0.50424, 0.52675, 0.71582], [-2.12684, 1.14776, -2.38346], [-1.15946, -0.28182, -2.14603], [0.72905, 1.49977, -3.18726], [0.09664, 0.14583, -5.42366], [0.86742, -0.66734, -4.06686], [-0.88126, -0.79687, -4.31161], [0.55957, 3.17154, -1.63654], [-1.22240, 3.32125, -1.65458], [-1.77098, 5.01928, 0.10705], [-0.51371, 5.21737, 1.30694], [0.49253, 6.53363, -0.13743], [1.08178, 5.08442, -0.89225], [-0.92427, 7.09777, -1.83945], [0.12319, 6.08788, -2.81398], [-1.41256, 5.45583, -2.17922], [-2.48368, 1.89310, 2.31334], [0.81737, 2.74074, 3.81791], [0.63996, 4.42052, 4.32048], [0.83209, 4.02137, 2.59825], [-2.92866, 5.29132, 4.18140], [-2.61770, 5.31379, 2.42914], [-1.40647, 5.94002, 3.52352], [-1.55767, 0.16400, 1.68485], [-1.67201, -0.56938, 0.09062], [-3.75907, -0.44106, 1.80693], [-4.01172, 1.08796, 0.93245], [-7.50412, -1.51384, 1.17780], [-6.98911, 0.14157, 0.85028], [-6.21124, -0.79388, 2.12497], [-6.82795, -2.52388, -1.87786], [-6.91083, -0.75455, -1.95452], [-5.49588, -1.60065, -2.60085], [-5.05898, -3.98259, -0.38659], [-3.83092, -3.26145, 0.66253], [-5.43795, -3.57863, 1.30379], [4.96537, -5.92423, -2.30343], [4.65479, -4.50646, -2.18297], [4.41021, -3.38796, -2.08809], [5.94341, -6.12503, -1.86992], [4.21518, -6.51192, -1.77716], [4.97404, -6.21257, -3.35270]], "forces_ev_per_angstrom": [[-0.01, -0.03, -0.06], [-0.03, 0.27, -0.02], [0.12, -0.30, -0.02], [-0.01, 0.21, -0.08], [-0.20, -0.03, 0.07], [-0.18, 0.02, -0.20], [0.09, 0.10, 0.25], [0.18, 0.09, -0.10], [0.17, -0.26, -0.04], [-0.25, 0.49, -0.46], [0.00, -0.45, 0.21], [-0.15, -0.16, 0.08], [-0.06, -0.11, -0.13], [0.13, 0.18, -0.01], [-0.23, -0.16, 0.13], [-0.78, 0.24, -0.57], [0.25, -0.08, 0.30], [-0.08, 0.34, 0.05], [-0.07, 0.11, 0.14], [-0.15, 0.21, 0.48], [0.14, 0.65, -0.41], [-0.34, -0.49, 0.67], [0.01, 0.00, -0.14], [0.51, 0.12, -0.43], [1.17, -1.02, 0.31], [-0.33, 0.07, 0.19], [0.11, -0.08, -0.30], [-0.13, 0.25, 0.07], [-0.21, -0.32, 0.01], [0.08, 0.21, 0.15], [0.17, 0.07, 0.04], [0.09, 0.23, 0.04], [-0.04, 0.08, 0.07], [0.00, 0.01, -0.03], [0.07, -0.03, 0.00], [0.02, -0.30, 0.12], [0.00, -0.02, -0.06], [-0.05, 0.14, -0.10], [0.00, 0.09, 0.12], [-0.07, -0.01, 0.02], [0.08, -0.09, 0.01], [-0.05, 0.05, 0.03], [0.10, -0.10, 0.00], [-0.03, -0.07, 0.02], [0.03, 0.07, 0.14], [0.09, 0.00, -0.14], [-0.04, -0.04, 0.04], [0.05, -0.02, -0.03], [-0.12, -0.04, -0.01], [-0.03, -0.04, 0.06], [-0.03, 0.06, -0.01], [0.02, 0.00, -0.07], [-0.03, 0.05, 0.07], [-0.06, 0.17, -0.16], [0.11, 0.02, 0.03], [-0.08, -0.04, 0.07], [0.00, 0.04, -0.04], [0.03, 0.05, 0.17], [0.14, 0.07, -0.21], [0.00, 0.00, -0.12], [0.02, -0.02, 0.40], [0.11, -0.04, -0.06], [-0.04, -0.03, 0.09], [-0.03, -0.03, -0.01], [-0.04, -0.08, -0.02], [0.14, -0.07, -0.15], [0.08, 0.04, -0.03], [0.03, 0.05, -0.01], [0.02, -0.02, -0.02], [-0.01, 0.12, -0.12], [0.00, 0.01, -0.03], [-0.17, -0.03, -0.03], [-0.07, 0.03, 0.12], [0.05, 0.00, -0.08], [-0.08, 0.01, -0.02], [-0.04, -0.06, -0.05], [-0.06, -0.03, 0.14], [0.01, 0.01, -0.02], [-0.01, -0.03, -0.04], [-0.02, -0.06, -0.02], [-0.03, 0.05, -0.09], [0.02, -0.01, -0.04], [-0.06, -0.06, -0.03], [0.03, -0.08, 0.08], [-0.01, -0.06, -0.04], [-0.04, -0.09, -0.07], [0.01, -0.03, 0.01], [0.00, 0.21, -0.02], [0.06, -0.16, -0.05], [0.00, 0.00, 0.00], [0.00, 0.00, 0.00], [0.00, 0.00, 0.00]]}